{
  "formula": "C75H160N8O9",
  "method": "ωB97M-V with the def2-TZVPD basis set",
  "charge": 0,
  "fmax_ha_per_bohr": 0.0895,
  "e_tot_ha": -4068.3429,
  "e_above_lowest_kj_mol": 368.5,
  "smiles": "CC1(C)CCCC(C)(C)N1O.CC1(C)CCCC(C)(C)N1O.CC1(C)CCCC(C)(C)N1O.CC1(C)CCCC(C)(C)N1O.CC1(C)CCCC(C)(C)N1O.CC1(C)CCCC(C)(C)N1O.CC1(C)CCCC(C)(C)N1O.CC1(C)CCCC(C)(C)N1O.CC(C)O",
  "orbital_gap_ev": 8.221,
  "species": ["C", "C", "C", "C", "C", "C", "C", "C", "C", "N", "O", "H", "H", "H", "H", "H", "H", "H", "H", "H", "H", "H", "H", "H", "H", "H", "H", "H", "H", "H", "C", "C", "C", "C", "C", "C", "C", "C", "C", "N", "O", "H", "H", "H", "H", "H", "H", "H", "H", "H", "H", "H", "H", "H", "H", "H", "H", "H", "H", "H", "C", "C", "C", "C", "C", "C", "C", "C", "C", "N", "O", "H", "H", "H", "H", "H", "H", "H", "H", "H", "H", "H", "H", "H", "H", "H", "H", "H", "H", "H", "C", "C", "C", "C", "C", "C", "C", "C", "C", "N", "O", "H", "H", "H", "H", "H", "H", "H", "H", "H", "H", "H", "H", "H", "H", "H", "H", "H", "H", "H", "C", "C", "C", "C", "C", "C", "C", "C", "C", "N", "O", "H", "H", "H", "H", "H", "H", "H", "H", "H", "H", "H", "H", "H", "H", "H", "H", "H", "H", "H", "C", "C", "C", "C", "C", "C", "C", "C", "C", "N", "O", "H", "H", "H", "H", "H", "H", "H", "H", "H", "H", "H", "H", "H", "H", "H", "H", "H", "H", "H", "C", "C", "C", "C", "C", "C", "C", "C", "C", "N", "O", "H", "H", "H", "H", "H", "H", "H", "H", "H", "H", "H", "H", "H", "H", "H", "H", "H", "H", "H", "C", "C", "C", "C", "C", "C", "C", "C", "C", "N", "O", "H", "H", "H", "H", "H", "H", "H", "H", "H", "H", "H", "H", "H", "H", "H", "H", "H", "H", "H", "C", "C", "C", "O", "H", "H", "H", "H", "H", "H", "H", "H"],
  "coordinates": [[-4.726785, -3.502033, -1.731487], [-5.393087, -2.310869, -0.990769], [-5.132005, -0.988014, -1.720079], [-6.949483, -2.681792, -0.987590], [-7.782196, -1.807876, -0.168592], [-7.261550, -1.772096, 1.271886], [-5.759053, -1.449451, 1.432693], [-5.525936, 0.052821, 1.291603], [-5.262465, -1.754513, 2.859726], [-4.933839, -2.165133, 0.422241], [-3.541572, -2.051039, 0.580767], [-3.643681, -3.395772, -1.792161], [-4.931533, -4.470809, -1.275784], [-5.061155, -3.596738, -2.764600], [-4.216701, -0.440908, -1.494279], [-5.106252, -1.206262, -2.787699], [-6.006134, -0.337385, -1.693672], [-7.331099, -2.689383, -2.008581], [-7.051093, -3.680589, -0.563111], [-7.864395, -0.795995, -0.565386], [-8.798431, -2.190680, -0.074656], [-7.446989, -2.675582, 1.852770], [-7.960704, -1.108934, 1.781278], [-5.962258, 0.487650, 0.392354], [-4.457822, 0.255383, 1.370277], [-5.999647, 0.560661, 2.131722], [-5.805493, -1.267913, 3.669929], [-4.250105, -1.407601, 3.066755], [-5.343433, -2.820178, 3.073997], [-3.309188, -2.922353, 0.910018], [1.626112, -8.823915, -3.936455], [0.343468, -8.417922, -3.118706], [-0.625647, -9.598252, -3.320294], [0.750042, -8.230356, -1.685274], [-0.304838, -7.580835, -0.777498], [-0.717264, -6.276646, -1.374142], [-1.072697, -6.279763, -2.811749], [-2.548873, -6.727046, -2.947724], [-0.963724, -4.811921, -3.267479], [-0.119571, -7.048627, -3.537995], [-0.313568, -6.999143, -4.914358], [1.765776, -9.889911, -3.756887], [1.557461, -8.638920, -5.008445], [2.550475, -8.346515, -3.611256], [-0.634403, -10.010842, -4.329154], [-0.531767, -10.418920, -2.609112], [-1.610805, -9.245996, -3.014554], [0.997778, -9.170376, -1.192231], [1.631862, -7.592050, -1.629892], [-1.195805, -8.195659, -0.649929], [0.232015, -7.432821, 0.159507], [0.154126, -5.662699, -1.146430], [-1.595474, -5.966153, -0.808066], [-3.141743, -5.828823, -2.775105], [-2.789285, -7.444802, -2.163414], [-2.795135, -7.058825, -3.956383], [-1.535416, -4.618578, -4.175154], [0.089634, -4.556943, -3.383700], [-1.445239, -4.150491, -2.547228], [-1.098055, -7.546964, -4.992341], [-1.088563, 0.205082, 2.654064], [-0.347784, 0.749964, 1.402593], [-0.368474, 2.306244, 1.262763], [1.095788, 0.266644, 1.586924], [1.891243, 0.438302, 0.339832], [1.298050, -0.297893, -0.842746], [-0.183330, -0.091912, -1.086945], [-0.407257, 1.136890, -2.007169], [-0.762370, -1.291123, -1.850105], [-0.905375, -0.000437, 0.239128], [-2.207911, 0.321433, 0.165448], [-2.150482, 0.447925, 2.692125], [-0.927129, -0.861605, 2.809683], [-0.798407, 0.718020, 3.571013], [-1.236870, 2.753622, 0.779185], [-0.279128, 2.689356, 2.279297], [0.468044, 2.729621, 0.706812], [1.568343, 0.725206, 2.455543], [1.136885, -0.813952, 1.723756], [1.988047, 1.497915, 0.103315], [2.916388, 0.158979, 0.583035], [1.497617, -1.351246, -0.645973], [1.868398, -0.039401, -1.734929], [-1.459872, 1.418319, -1.977174], [-0.022876, 0.989503, -3.016432], [0.136491, 1.950426, -1.526966], [-0.330934, -1.379755, -2.847156], [-1.849801, -1.217722, -1.864049], [-0.503051, -2.189945, -1.290660], [-2.654113, -0.527265, 0.212263], [4.283594, -6.541446, 4.342650], [3.245448, -5.420126, 3.990941], [1.867066, -5.693274, 4.669052], [3.795843, -4.121661, 4.569597], [3.125519, -2.742768, 4.049088], [3.374881, -2.769914, 2.509080], [2.708009, -4.032868, 1.862490], [1.123659, -3.904551, 1.876779], [3.246978, -4.142604, 0.420035], [3.126457, -5.260075, 2.526178], [2.649117, -6.428098, 1.924252], [4.020329, -7.557487, 4.048638], [5.233121, -6.407918, 3.824311], [4.402820, -6.648130, 5.420852], [1.017279, -5.139842, 4.269451], [1.659337, -6.761497, 4.731079], [1.709934, -5.287422, 5.668394], [3.614537, -4.048791, 5.641940], [4.885801, -4.123900, 4.579015], [2.064802, -2.749020, 4.299997], [3.650051, -1.929724, 4.551013], [4.425913, -2.867890, 2.237338], [2.889284, -1.887126, 2.093190], [0.946293, -2.984322, 1.320162], [0.734779, -3.706420, 2.875591], [0.636962, -4.766342, 1.420106], [3.244747, -3.152620, -0.036086], [2.591889, -4.823221, -0.123762], [4.231975, -4.609373, 0.421238], [3.465239, -6.673705, 1.482419], [9.483783, 1.939089, 1.190646], [8.244201, 2.286755, 0.331041], [8.526241, 3.564987, -0.465426], [7.899644, 1.121516, -0.694770], [6.492895, 1.142527, -1.343515], [5.462018, 1.198758, -0.216382], [5.643802, 2.493348, 0.677529], [5.205187, 3.685279, -0.073132], [4.621676, 2.299896, 1.850963], [7.039185, 2.549502, 1.227537], [7.287824, 3.417540, 2.241290], [9.906480, 2.780507, 1.739705], [9.285629, 1.174876, 1.942188], [10.240278, 1.522023, 0.525921], [9.531250, 3.523030, -0.885308], [7.822027, 3.729541, -1.280960], [8.461678, 4.439732, 0.181689], [8.624113, 1.032635, -1.504296], [7.986958, 0.195228, -0.126900], [6.327791, 1.951452, -2.055199], [6.508545, 0.141131, -1.773690], [5.624551, 0.312930, 0.397611], [4.483951, 1.104385, -0.688163], [4.211835, 3.526834, -0.492942], [5.840839, 3.938772, -0.921538], [5.165885, 4.564556, 0.569861], [4.703270, 3.064307, 2.623698], [4.762360, 1.366716, 2.396384], [3.594951, 2.286877, 1.485238], [7.200665, 2.821880, 2.989082], [1.601447, 2.217564, -5.294709], [2.950751, 2.801344, -4.794063], [3.075916, 2.807806, -3.246007], [4.047551, 1.917519, -5.397077], [5.413855, 2.627311, -5.542159], [5.237547, 4.019640, -6.197778], [4.295160, 4.901736, -5.453124], [4.898067, 5.447444, -4.202048], [4.093042, 6.021363, -6.483231], [3.033264, 4.204229, -5.340358], [2.032713, 4.959414, -4.880176], [0.758451, 2.860567, -5.041755], [1.580686, 2.124322, -6.380508], [1.435256, 1.220613, -4.886584], [3.097446, 1.782949, -2.875476], [4.042455, 3.250476, -3.005255], [2.271859, 3.436108, -2.862837], [4.263711, 1.010197, -4.833049], [3.776086, 1.594787, -6.402191], [5.897443, 2.645593, -4.565476], [6.057486, 1.957678, -6.112635], [4.804803, 3.852296, -7.184100], [6.209209, 4.501542, -6.306195], [5.730525, 6.037211, -4.585828], [5.197931, 4.654211, -3.517240], [4.245346, 6.198702, -3.757462], [3.523570, 5.695828, -7.353765], [5.034045, 6.447747, -6.830793], [3.436171, 6.787612, -6.071524], [2.424332, 5.256451, -4.055548], [-5.460398, 4.420009, -1.331293], [-4.261281, 4.847713, -0.425793], [-4.048522, 3.859746, 0.682413], [-3.047569, 4.881294, -1.374407], [-1.862932, 5.654274, -0.930038], [-2.277405, 7.012143, -0.503970], [-3.410892, 7.072125, 0.565096], [-2.828421, 6.579461, 1.947659], [-3.903865, 8.575005, 0.681238], [-4.531242, 6.194805, 0.116255], [-5.737060, 6.202014, 0.902556], [-5.646057, 5.255638, -2.006088], [-5.233501, 3.472142, -1.819320], [-6.423090, 4.199933, -0.869881], [-4.903160, 3.801015, 1.356391], [-4.060194, 2.894453, 0.176284], [-3.164911, 4.138115, 1.256733], [-2.670006, 3.884511, -1.602365], [-3.499416, 5.282873, -2.281423], [-1.439401, 5.177600, -0.046002], [-1.054228, 5.780042, -1.649963], [-2.419773, 7.614434, -1.401227], [-1.465511, 7.419984, 0.098179], [-3.578385, 6.061624, 2.545566], [-2.586394, 7.466306, 2.533358], [-1.923655, 6.001638, 1.758953], [-4.658163, 8.614218, 1.467116], [-4.259275, 8.893497, -0.298731], [-3.091098, 9.261932, 0.917139], [-6.402022, 6.456062, 0.258429], [-4.782839, 3.245055, 5.282878], [-3.409200, 2.701186, 5.739571], [-2.466908, 2.812031, 4.514242], [-2.937309, 3.583092, 6.953197], [-1.775332, 2.878821, 7.765420], [-2.233566, 1.467700, 8.142506], [-2.636993, 0.578702, 6.986079], [-1.474228, -0.052581, 6.209235], [-3.347423, -0.560896, 7.742994], [-3.567347, 1.279774, 6.056995], [-4.032706, 0.482977, 5.050871], [-4.722150, 4.219449, 4.798138], [-5.314113, 2.677873, 4.518583], [-5.419375, 3.310304, 6.165299], [-2.445297, 3.855674, 4.200482], [-1.455696, 2.421629, 4.628772], [-2.961976, 2.327385, 3.672740], [-2.509671, 4.537888, 6.647273], [-3.713380, 3.944520, 7.627872], [-0.761300, 2.883466, 7.365637], [-1.645374, 3.421694, 8.701627], [-3.007304, 1.567748, 8.903714], [-1.420891, 0.971788, 8.673277], [-1.896931, -0.818936, 5.559529], [-0.741984, -0.539010, 6.853677], [-0.824753, 0.604657, 5.631045], [-3.886217, -1.350708, 7.219545], [-4.151517, -0.180867, 8.373148], [-2.640196, -1.067744, 8.399528], [-4.946419, 0.372324, 5.323769], [-0.667799, -0.493626, -5.914364], [-2.129822, -0.879459, -6.170835], [-3.005778, -1.120352, -4.907411], [-2.611617, 0.160500, -7.017485], [-0.205271, -1.064326, -5.109086], [-0.572585, 0.548510, -5.609411], [0.049949, -0.673335, -6.714774], [-2.177793, -1.841171, -6.681622], [-2.735228, -2.099813, -4.512976], [-4.053755, -1.322335, -5.128881], [-2.914174, -0.319326, -4.173877], [-1.854122, 0.583295, -7.428624]],
  "forces_ev_per_a": [[0.5, 0.3, 0.4], [-0.5, 0.1, 0.4], [-0.8, -0.3, -1.6], [1.7, -0.4, -0.5], [-0.5, 0.6, 1.7], [0.0, -0.2, 0.2], [0.6, 1.7, 0.2], [-0.3, 0.5, 0.2], [0.0, -0.8, 0.2], [-2.0, -2.3, 0.1], [-0.5, 0.3, -0.2], [0.1, 0.1, 0.1], [-0.1, 0.1, 0.4], [-0.3, 0.4, 0.0], [-0.1, -0.2, 0.4], [0.3, -0.1, -0.3], [0.2, 0.3, 0.6], [0.3, -0.2, -0.2], [0.2, -0.3, -0.2], [0.1, 0.1, 0.0], [-0.2, 0.0, -0.4], [0.0, -0.7, -0.6], [0.7, 0.8, 0.4], [0.2, -0.1, -0.1], [0.0, 0.2, -0.3], [0.0, 0.1, 0.1], [-0.7, 0.2, -0.4], [0.2, -0.2, -0.5], [0.2, -0.2, -0.1], [0.4, 0.0, 0.1], [-0.2, 0.3, 0.4], [1.2, 0.2, -0.9], [-1.3, 0.7, 0.7], [-0.3, -0.3, 1.4], [0.4, -1.0, -0.8], [0.5, 0.1, 2.0], [-1.1, 0.8, -0.6], [0.3, 0.6, 0.1], [-0.4, 0.0, -0.3], [2.4, -1.4, 0.1], [-0.5, -0.1, -0.1], [0.0, -0.1, -0.2], [-0.4, -0.1, 0.1], [-0.2, 0.3, 0.2], [-0.1, 0.2, 0.0], [0.9, -0.1, -0.1], [-0.5, 0.0, -0.6], [0.3, -0.3, -0.4], [0.1, 0.0, -0.2], [0.2, -0.5, 0.2], [-0.6, 0.1, 0.3], [-0.2, 0.8, -0.4], [0.1, 0.7, 0.0], [-0.3, -0.1, 0.1], [-0.2, -0.3, -0.4], [-0.1, -0.3, 0.1], [0.4, -0.2, -0.4], [-0.1, 0.2, -0.1], [0.2, -0.1, 0.4], [-0.5, -0.2, -0.9], [-0.5, 1.2, 0.2], [0.3, -0.9, -0.1], [0.0, -0.3, 0.5], [-0.3, -0.2, -0.4], [0.7, 1.4, -0.2], [0.8, -0.6, 0.5], [-1.1, 0.7, -0.4], [0.2, 0.3, 1.5], [0.2, -0.2, 1.0], [3.3, -0.7, 0.6], [-2.2, 1.0, -1.3], [-0.2, -0.4, -0.6], [0.0, 0.0, -0.3], [0.8, 0.0, -0.2], [-0.4, -0.5, 0.2], [-0.2, 0.3, 0.0], [0.3, -0.4, 0.0], [0.0, 0.2, 0.0], [-0.6, -0.1, 0.6], [-0.1, 0.3, -0.2], [0.1, -0.4, -0.5], [-0.2, -0.3, -0.1], [-0.1, 0.0, -0.2], [-0.1, -0.1, -0.3], [-0.2, -0.1, 0.1], [0.1, 0.4, -0.3], [-0.2, 0.1, 0.0], [0.0, 0.0, -0.4], [-0.1, -0.2, 0.0], [-0.5, -0.3, 0.2], [-0.7, -0.3, -0.4], [-0.7, 0.2, 0.3], [-0.4, -0.1, 0.4], [-0.6, 2.0, 0.9], [2.1, -2.6, -1.0], [-1.4, -0.9, 0.9], [-1.2, -0.1, 0.2], [1.5, 0.9, -0.3], [-1.0, -0.2, 0.4], [1.9, 0.6, 1.8], [-0.1, 0.0, -0.3], [-0.7, 0.1, -0.3], [0.1, 0.6, 0.3], [0.2, 0.5, 0.1], [0.2, -0.5, -1.1], [-0.3, 0.1, -0.3], [1.1, -0.3, 0.6], [-0.3, -0.7, 0.2], [0.1, 0.4, -0.9], [0.1, 0.2, -0.1], [-0.2, 0.1, -0.1], [0.1, 0.5, 0.3], [0.4, 0.0, -0.5], [-0.5, -0.1, -0.4], [0.1, -0.2, 0.0], [0.1, 0.1, 0.0], [0.1, -0.1, -0.2], [0.0, 0.2, -0.3], [0.2, 0.4, 0.1], [-0.2, -0.7, -0.4], [-0.5, -0.3, -0.2], [-1.2, 0.7, -0.3], [0.4, 0.1, 0.0], [-0.1, 0.9, 1.0], [1.0, -0.4, 1.6], [1.2, 0.5, -0.2], [-0.5, -1.8, 1.2], [-0.3, 1.5, -1.0], [0.6, 0.0, 0.2], [-0.2, -3.6, -2.8], [-0.1, 1.1, 0.8], [-0.1, 0.2, -0.3], [-0.3, -0.1, -0.1], [0.2, 0.1, 0.0], [0.1, 0.1, -0.1], [0.0, -0.2, 0.0], [0.1, 0.0, 0.1], [0.4, 0.4, 0.2], [-0.1, -0.2, 0.1], [0.2, -0.2, -0.2], [-0.7, 0.2, -0.8], [-0.1, 0.0, 0.2], [-0.3, 0.5, 0.5], [-0.2, 0.0, 0.1], [0.1, -0.1, 0.0], [0.0, 0.1, 0.0], [0.0, 0.4, -0.2], [0.2, -0.3, -0.2], [0.1, 0.2, -0.2], [0.2, 0.4, 0.5], [0.1, 0.4, 0.4], [-0.2, 0.0, -0.2], [0.2, 0.2, -1.2], [1.2, 0.7, -0.6], [-0.5, 0.0, 0.1], [1.0, -2.4, 0.3], [-0.6, 0.2, -1.8], [0.2, 0.7, -0.1], [-1.1, 0.9, 0.3], [1.5, -3.7, -2.1], [-1.1, 1.6, 1.2], [0.0, -0.1, 0.3], [0.3, 0.1, 0.0], [0.1, 0.0, 0.2], [-0.5, 0.1, 0.3], [-0.1, -0.1, 0.3], [0.0, -0.3, 0.5], [-0.6, -0.1, 0.3], [-0.3, 0.0, -0.1], [0.0, 0.5, 0.2], [0.1, 0.2, -0.3], [0.2, 0.0, -0.1], [0.0, 0.1, -0.1], [0.5, -0.1, 0.6], [0.2, 0.5, 0.1], [-0.1, -0.2, 0.5], [0.2, -0.5, 0.0], [0.0, 0.1, 0.2], [0.3, 0.4, 0.1], [-0.8, 0.8, 0.9], [0.1, 0.2, 0.5], [-0.8, 0.2, 0.5], [-0.6, -0.6, 0.0], [-0.6, -0.3, -0.9], [0.3, 0.2, 1.1], [-0.1, 1.0, 1.3], [-0.9, -0.1, 0.3], [-0.4, 1.1, -0.6], [0.3, -1.5, -0.3], [0.0, 1.0, -1.8], [1.3, -0.1, 0.2], [0.1, -0.3, -0.5], [0.3, 0.2, -0.5], [0.1, 0.3, 0.8], [-0.1, 0.4, 0.1], [0.8, -0.4, 0.5], [0.1, -0.7, -0.1], [-0.6, -0.4, 0.0], [0.6, 0.2, -0.4], [0.3, -0.4, -0.1], [-0.1, -0.5, -0.3], [-0.5, 0.4, 0.3], [0.4, 0.5, -0.5], [0.1, -0.3, -0.3], [0.4, 0.0, 0.0], [-0.1, -0.2, 0.5], [-0.1, 0.3, -0.2], [-0.5, -0.1, 0.1], [0.2, -0.3, 0.3], [0.0, 0.2, 0.0], [-0.2, 0.1, 0.2], [0.1, 0.5, -1.4], [-0.6, 0.9, -0.1], [2.0, -0.9, 0.0], [-1.3, 0.1, 0.5], [1.1, 1.1, 0.1], [-0.7, -0.7, -0.5], [0.6, -0.2, 0.2], [-1.0, -0.5, 0.2], [0.4, 1.0, 4.0], [-0.2, -0.4, -0.9], [0.3, 0.3, 0.4], [0.3, -0.6, 0.1], [-0.2, 0.1, -0.1], [0.4, 0.2, 0.1], [-0.2, 0.1, 0.2], [0.2, -0.4, 0.1], [-0.1, 0.0, -0.9], [-0.4, -0.8, 0.1], [-0.3, 0.0, -0.9], [-0.1, 0.2, 0.1], [-0.4, -0.1, -0.3], [0.1, -0.2, 0.0], [0.2, 0.1, -0.2], [-0.3, -0.3, 0.4], [-0.5, 0.4, -0.1], [0.5, 0.0, -0.9], [0.2, 0.4, 0.2], [0.1, 0.1, 0.0], [-0.3, -0.3, -0.4], [0.5, -0.7, 1.2], [0.5, 0.1, 0.2], [0.4, 0.1, -0.7], [-1.0, -0.1, 0.1], [-0.2, -0.2, 0.3], [-0.3, 0.1, 0.0], [-0.5, 0.1, -0.6], [0.2, 0.0, -0.5], [0.6, 0.2, 0.5], [-0.1, 0.7, -0.5], [0.0, -0.1, 0.1], [-0.1, 0.0, 0.0]]
}